DFT (wB97M-V/def2-TZVPD) results for 4 unconnected molecules or ions with the total composition C15H22BNO14 in a non-equilibrium geometry.

orbital gap = 8.83 eV
total energy = -1717.5964 a.u.
LUMO energy = -0.621 eV
structure (SMILES) = C#CN(OB(O)O)C(=O)O.C[C@@H]1COC(=O)O1.C[C@@H]1COC(=O)O1.C[C@@H]1COC(=O)O1
E_HOMO = -9.4473 eV

Structure (ORCA input):
```
! RIJCOSX wB97M-V def2-TZVPD def2/J DEFGRID3
* xyz 0 1
C -0.61 3.54 6.48
C -0.16 2.94 5.29
N 0.43 2.22 4.10
O -0.02 2.69 2.93
B 0.74 3.87 2.45
O 1.25 3.83 1.05
O 1.01 5.10 3.22
C 1.93 2.10 4.16
O 2.65 2.78 5.10
O 2.76 1.21 3.29
H -0.76 3.96 7.59
H 1.96 3.13 1.06
H 1.89 5.44 2.84
H 3.64 1.73 3.22
C 0.88 -1.09 2.27
C 1.04 -2.07 1.12
C 2.45 -2.52 0.89
O 2.43 -2.88 -0.48
C 1.46 -2.11 -1.07
O 1.28 -2.01 -2.27
O 0.72 -1.45 -0.12
H 0.92 -1.61 3.23
H 1.67 -0.33 2.26
H -0.07 -0.56 2.20
H 0.36 -2.92 1.25
H 2.72 -3.38 1.51
H 3.19 -1.73 1.03
C -5.17 4.11 -0.01
C -4.00 3.62 0.83
C -3.61 2.19 0.56
O -3.00 1.81 1.78
C -3.58 2.58 2.76
O -3.44 2.40 3.95
O -4.35 3.57 2.21
H -4.84 4.34 -1.02
H -5.96 3.36 -0.06
H -5.61 5.00 0.44
H -3.15 4.30 0.73
H -2.91 2.10 -0.27
H -4.46 1.53 0.39
C 0.93 -4.13 -4.40
C 1.76 -4.48 -5.61
C 1.09 -4.18 -6.92
O 1.74 -5.09 -7.80
C 2.12 -6.15 -7.04
O 2.55 -7.21 -7.48
O 1.97 -5.88 -5.70
H 0.94 -3.05 -4.21
H -0.11 -4.44 -4.52
H 1.31 -4.65 -3.51
H 2.75 -4.00 -5.54
H 1.25 -3.15 -7.25
H 0.02 -4.40 -6.92
*
```